[1]
Here is a 3-piece molecular cluster, C26H53NO7 overall at a distorted geometry from the OMol25 dataset. Energies are from the ωB97M-V functional and the def2-TZVPD basis.

Kohn-Sham gap ... 9.44 eV
ΔE to the lowest compared entry with this formula, charge and spin ... 105.9 kJ/mol
Total charge ... 0
HOMO level ... -0.32977 hartree
F_max ... 1.1 eV/Å
M ... 491.71 g mol⁻¹

Bonds (Å) are listed after each position.
Cartesian coordinates (Å):
1 C -0.91396 0.95277 2.33604  C2 1.338, H17 1.081, H18 1.082
2 C -1.14239 -0.30824 1.95054  C1 1.338, C3 1.499, H19 1.086
3 C -0.07641 -1.33230 1.70384  C2 1.499, C4 1.566, H20 1.092, H21 1.091
4 C 0.40408 -1.53204 0.22677  C3 1.566, C5 1.545, N16 1.465, H22 1.092
5 C 1.93815 -1.40297 0.09744  C4 1.545, C6 1.532, H23 1.090, H24 1.089
6 C 2.19408 -0.72140 -1.25081  C5 1.532, C7 1.563, C14 1.514, H25 1.093
7 C 3.45969 0.19320 -1.32108  C6 1.563, C8 1.538, H26 1.093, H27 1.091
8 C 3.32969 1.68228 -1.68516  C7 1.538, C9 1.539, H28 1.093, H29 1.084
9 C 3.09624 2.67066 -0.52848  C8 1.539, C10 1.542, H30 1.094, H31 1.093
10 C 1.67157 3.25687 -0.46792  C9 1.542, C11 1.533, H32 1.092, H33 1.088
11 C 1.63120 4.78772 -0.53282  C10 1.533, C12 1.539, H34 1.095, H35 1.094
12 C 0.32967 5.37720 -1.10485  C11 1.539, C13 1.534, H36 1.094, H37 1.092
13 C -0.95383 4.60420 -0.77612  C12 1.534, H38 1.091, H39 1.087, H40 1.091
14 C 0.85094 -0.13488 -1.63036  C6 1.514, O15 1.215, N16 1.406
15 O 0.61011 0.58236 -2.58091  C14 1.215
16 N -0.14846 -0.59649 -0.75600  C4 1.465, C14 1.406, H41 1.013
17 H -1.72710 1.64438 2.50689  C1 1.081
18 H 0.09314 1.30776 2.51353  C1 1.082
19 H -2.17054 -0.63648 1.83010  C2 1.086
20 H -0.48396 -2.29834 2.01046  C3 1.092
21 H 0.78624 -1.11099 2.33339  C3 1.091
22 H 0.12952 -2.55804 -0.02513  C4 1.092
23 H 2.37437 -2.40159 0.07709  C5 1.090
24 H 2.37609 -0.83358 0.91556  C5 1.089
25 H 2.33491 -1.51264 -1.99209  C6 1.093
26 H 3.96519 0.10648 -0.35575  C7 1.093
27 H 4.14248 -0.25138 -2.04690  C7 1.091
28 H 4.26181 1.95523 -2.18541  C8 1.093
29 H 2.54707 1.81752 -2.42358  C8 1.084
30 H 3.35359 2.19405 0.42242  C9 1.094
31 H 3.80082 3.49897 -0.64061  C9 1.093
32 H 1.08374 2.85184 -1.29435  C10 1.092
33 H 1.18013 2.91898 0.44154  C10 1.088
34 H 1.81462 5.20839 0.46088  C11 1.095
35 H 2.45889 5.11819 -1.16679  C11 1.094
36 H 0.43037 5.44431 -2.19171  C12 1.094
37 H 0.22288 6.40587 -0.75323  C12 1.092
38 H -1.78742 5.28757 -0.60437  C13 1.091
39 H -0.84736 3.99113 0.11468  C13 1.087
40 H -1.25038 3.94188 -1.59108  C13 1.091
41 H -0.87188 -1.00396 -1.33548  N16 1.013
42 C 4.31400 -3.62852 2.72641  O43 1.408, H51 1.098, H52 1.088, H53 1.096
43 O 3.24307 -3.59180 3.63928  C42 1.408, C44 1.416
44 C 2.13144 -4.35278 3.20465  O43 1.416, C45 1.509, H54 1.097, H55 1.101
45 C 1.23177 -4.71522 4.36102  C44 1.509, O46 1.415, H56 1.092, H57 1.093
46 O 1.71367 -5.78008 5.15806  C45 1.415, C47 1.417
47 C 2.73785 -5.48172 6.09040  O46 1.417, C48 1.510, H58 1.093, H59 1.092
48 C 2.24732 -4.80472 7.34730  C47 1.510, O49 1.415, H60 1.099, H61 1.097
49 O 1.96812 -3.43787 7.11075  C48 1.415, C50 1.408
50 C 1.07656 -2.89329 8.05487  O49 1.408, H62 1.096, H63 1.088, H64 1.097
51 H 4.03782 -3.18453 1.76145  C42 1.098
52 H 5.12939 -3.05182 3.15780  C42 1.088
53 H 4.65556 -4.65583 2.55410  C42 1.096
54 H 2.46993 -5.27001 2.70659  C44 1.097
55 H 1.55346 -3.75791 2.48118  C44 1.101
56 H 0.29483 -5.08375 3.93722  C45 1.092
57 H 1.01214 -3.82994 4.96257  C45 1.093
58 H 3.53932 -4.89781 5.63173  C47 1.093
59 H 3.14253 -6.45300 6.38160  C47 1.092
60 H 3.02470 -4.89372 8.11953  C48 1.099
61 H 1.34742 -5.32052 7.70440  C48 1.097
62 H 0.12302 -3.43405 8.05969  C50 1.096
63 H 0.89506 -1.85892 7.77130  C50 1.088
64 H 1.49709 -2.91435 9.06737  C50 1.097
65 C -7.30642 2.64473 -5.69398  O66 1.407, H74 1.097, H75 1.088, H76 1.097
66 O -6.08637 2.47181 -5.01519  C65 1.407, C67 1.414
67 C -6.17665 1.52707 -3.96643  O66 1.414, C68 1.510, H77 1.098, H78 1.100
68 C -4.81385 0.99803 -3.58902  C67 1.510, O69 1.416, H79 1.092, H80 1.092
69 O -4.29742 0.03475 -4.48939  C68 1.416, C70 1.419
70 C -3.73215 0.51421 -5.69904  O69 1.419, C71 1.510, H81 1.093, H82 1.092
71 C -2.34039 1.07729 -5.53991  C70 1.510, O72 1.413, H83 1.100, H84 1.097
72 O -2.37796 2.36744 -4.96415  C71 1.413, C73 1.416
73 C -1.16694 2.68306 -4.30204  O72 1.416, H85 1.091, H86 1.090, H87 1.097
74 H -8.08488 3.04449 -5.03244  C65 1.097
75 H -7.13215 3.35436 -6.50002  C65 1.088
76 H -7.66170 1.69961 -6.12164  C65 1.097
77 H -6.81605 0.68724 -4.26705  C67 1.098
78 H -6.62466 2.00216 -3.08141  C67 1.100
79 H -4.92877 0.46394 -2.64300  C68 1.092
80 H -4.11194 1.82105 -3.43706  C68 1.092
81 H -4.38656 1.24135 -6.18561  C70 1.093
82 H -3.65834 -0.36686 -6.34012  C70 1.092
83 H -1.86282 1.12665 -6.52984  C71 1.100
84 H -1.75238 0.39785 -4.91045  C71 1.097
85 H -0.94734 1.94995 -3.52416  C73 1.091
86 H -1.29267 3.66790 -3.85311  C73 1.090
87 H -0.32525 2.71954 -5.00444  C73 1.097

Results of the Mulliken charge analysis, in e, for atoms 1 through 6: atom 1 (C): -0.925, atom 2 (C): -0.137, atom 3 (C): -0.836, atom 4 (C): 0.350, atom 5 (C): -1.291, atom 6 (C): 0.765

---

[2]
Here is a 4-piece molecular cluster, CH10O4 overall at a distorted geometry from the OMol25 dataset. Energies are from the ωB97M-V functional and the def2-TZVPD basis.

Kohn-Sham gap ... 11.36 eV
ΔE to the lowest compared entry with this formula, charge and spin ... 38.8 kJ/mol
Total charge ... 0
HOMO level ... -0.39370 hartree
F_max ... 1.3 eV/Å
M ... 86.09 g mol⁻¹

Bonds (Å) are listed after each position.
Cartesian coordinates (Å):
1 C 1.76914 -0.07897 1.68041  O2 1.416, H3 1.101, H4 1.091, H5 1.097
2 O 1.50006 -0.44046 0.33758  C1 1.416, H6 0.968
3 H 1.51511 -0.97842 2.26267  C1 1.101
4 H 2.80025 0.24888 1.81679  C1 1.091
5 H 1.07141 0.67448 2.06589  C1 1.097
6 H 1.79027 0.30934 -0.20070  O2 0.968
7 O -2.66616 0.29917 -1.06946  H8 0.963, H9 0.971
8 H -3.33776 -0.34679 -0.82713  O7 0.963
9 H -2.03332 -0.23578 -1.57647  O7 0.971
10 O -0.63090 1.60945 0.28338  H11 0.964, H12 0.968
11 H -0.72184 0.70516 0.60462  O10 0.964
12 H -1.42443 1.67832 -0.26681  O10 0.968
13 O -0.18659 -1.36532 -1.82732  H14 0.974, H15 0.962
14 H 0.19932 -1.31376 -0.93473  O13 0.974
15 H 0.35544 -0.76529 -2.34870  O13 0.962

Results of the Mulliken charge analysis, in e, for atoms 1 through 6: atom 1 (C): -0.631, atom 2 (O): -0.477, atom 3 (H): 0.228, atom 4 (H): 0.266, atom 5 (H): 0.280, atom 6 (H): 0.281

---

[3]
Here is a 2-piece molecular cluster, C3H10N3 overall at a distorted geometry from the OMol25 dataset. Energies are from the ωB97M-V functional and the def2-TZVPD basis.

Kohn-Sham gap ... 10.03 eV
ΔE to the lowest compared entry with this formula, charge and spin ... 480.0 kJ/mol
Total charge ... +1
HOMO level ... -0.52489 hartree
F_max ... 3.8 eV/Å
M ... 88.13 g mol⁻¹

Bonds (Å) are listed after each position.
Cartesian coordinates (Å):
1 C 0.95106 -1.44758 0.28050  C2 1.496, C3 1.435, H7 1.132, H8 1.083
2 C 0.18205 -1.20472 1.53997  C1 1.496, C3 1.507, H9 1.100, H10 1.174
3 C -0.27511 -0.70714 0.19308  C1 1.435, C2 1.507, N5 1.254
4 N 0.50797 1.88241 -0.11960  H11 1.016, H12 0.993, H15 1.035
5 N -1.34342 -0.42474 -0.40061  C3 1.254, N6 1.339, H13 1.091
6 N -1.39248 -0.05646 -1.68740  N5 1.339, H14 1.014, H16 0.978
7 H 1.99345 -1.05566 0.07782  C1 1.132
8 H 0.79447 -2.46440 -0.05862  C1 1.083
9 H -0.22859 -1.87726 2.30732  C2 1.100
10 H 0.84072 -0.49948 2.20841  C2 1.174
11 H -0.44062 2.11303 -0.40130  N4 1.016
12 H 1.11300 2.62401 -0.38567  N4 0.993
13 H -2.24845 -0.23976 0.18025  N5 1.091
14 H -1.72583 0.85774 -1.97203  N6 1.014
15 H 0.62846 1.79187 0.90411  N4 1.035
16 H -0.67416 -0.43858 -2.23058  N6 0.978

Results of the Mulliken charge analysis, in e, for atoms 1 through 6: atom 1 (C): -0.313, atom 2 (C): -0.595, atom 3 (C): 0.349, atom 4 (N): -0.637, atom 5 (N): 0.106, atom 6 (N): -0.477

---

[4]
Here is a 7-piece molecular cluster, C23H42O21 overall at a distorted geometry from the OMol25 dataset. Energies are from the ωB97M-V functional and the def2-TZVPD basis.

Kohn-Sham gap ... 10.11 eV
ΔE to the lowest compared entry with this formula, charge and spin ... 0.0 kJ/mol
Total charge ... 0
HOMO level ... -0.35773 hartree
F_max ... 9.1 eV/Å
M ... 654.57 g mol⁻¹

Bonds (Å) are listed after each position.
Cartesian coordinates (Å):
1 C -0.79359 0.38697 2.50329  C2 1.570, H8 1.097, H9 1.079, H10 1.045
2 C -1.58076 -0.84632 1.93333  C1 1.570, C3 1.521, O7 1.382, H11 1.051
3 C -1.24053 -1.28193 0.51615  C2 1.521, O4 1.436, H12 1.057, H13 1.090
4 O -0.85295 -2.64936 0.71895  C3 1.436, C5 1.375
5 C -0.84593 -2.97527 2.05461  O4 1.375, O6 1.236, O7 1.317
6 O -0.47165 -4.07241 2.48477  C5 1.236
7 O -1.24959 -1.92202 2.73496  C2 1.382, C5 1.317
8 H 0.24997 0.09346 2.67363  C1 1.097
9 H -1.19548 0.64589 3.47042  C1 1.079
10 H -0.87573 1.18198 1.82979  C1 1.045
11 H -2.61457 -0.74749 2.09594  C2 1.051
12 H -0.47716 -0.72332 0.04506  C3 1.057
13 H -2.14816 -1.28135 -0.08747  C3 1.090
14 C -1.33702 4.24796 2.10641  C15 1.533, H21 1.073, H22 1.135, H23 1.102
15 C -2.80995 4.08617 1.71196  C14 1.533, C16 1.499, O20 1.444, H24 1.075
16 C -3.19383 4.67055 0.38584  C15 1.499, O17 1.367, H25 1.117, H26 1.068
17 O -3.92181 3.68485 -0.22064  C16 1.367, C18 1.298
18 C -3.85923 2.55881 0.42154  O17 1.298, O19 1.224, O20 1.312
19 O -4.32531 1.53532 -0.06067  C18 1.224
20 O -3.20761 2.70729 1.55037  C15 1.444, C18 1.312
21 H -0.58440 4.04731 1.36798  C14 1.073
22 H -1.12599 3.64084 3.04162  C14 1.135
23 H -1.07070 5.24870 2.48296  C14 1.102
24 H -3.55106 4.47793 2.38544  C15 1.075
25 H -2.34196 4.91855 -0.29272  C16 1.117
26 H -3.70196 5.58645 0.59250  C16 1.068
27 C 3.48792 -3.10870 -4.97746  O28 1.437, H33 1.094, H34 1.143, H35 1.085
28 O 2.16807 -3.52594 -4.59327  C27 1.437, C29 1.322
29 C 1.58883 -3.03924 -3.50930  O28 1.322, O30 1.391, O31 1.302
30 O 2.35480 -2.33571 -2.58625  C29 1.391
31 O 0.29347 -3.16623 -3.50511  C29 1.302, C32 1.422
32 C -0.44938 -2.61115 -2.42688  O31 1.422, H36 1.094, H37 1.072, H38 1.042
33 H 3.82834 -3.70723 -5.82720  C27 1.094
34 H 4.22330 -3.41856 -4.15892  C27 1.143
35 H 3.61225 -2.05817 -5.21823  C27 1.085
36 H -1.47830 -2.94562 -2.58755  C32 1.094
37 H -0.51654 -1.54236 -2.37983  C32 1.072
38 H -0.13642 -3.00993 -1.51628  C32 1.042
39 C -2.83033 -5.18941 0.26172  O40 1.421, H45 1.087, H46 1.078, H47 1.062
40 O -3.83571 -4.21725 0.51485  C39 1.421, C41 1.300
41 C -4.29255 -3.45835 -0.43728  O40 1.300, O42 1.412, O43 1.342
42 O -3.80446 -3.53521 -1.75987  C41 1.412
43 O -5.04938 -2.41578 -0.06325  C41 1.342, C44 1.381
44 C -5.22034 -1.37317 -0.95233  O43 1.381, H48 1.037, H49 1.078, H50 1.064
45 H -3.29713 -5.91266 -0.40160  C39 1.087
46 H -2.51755 -5.64995 1.18471  C39 1.078
47 H -1.93266 -4.76981 -0.12015  C39 1.062
48 H -5.88068 -0.68668 -0.54336  C44 1.037
49 H -5.72018 -1.76073 -1.82542  C44 1.078
50 H -4.29822 -0.94406 -1.26547  C44 1.064
51 C 1.49814 0.44143 -1.61081  O52 1.421, H57 1.112, H58 1.075, H59 1.089
52 O 0.52176 0.91653 -2.52742  C51 1.421, C53 1.334
53 C -0.55454 1.57341 -2.09145  O52 1.334, O54 1.429, O55 1.253
54 O -0.89216 1.75186 -0.71470  C53 1.429
55 O -1.27619 2.09461 -2.97275  C53 1.253, C56 1.468
56 C -2.53111 2.77126 -2.62198  O55 1.468, H60 1.078, H61 1.055, H62 1.078
57 H 2.48255 0.50703 -2.12419  C51 1.112
58 H 1.33545 -0.49338 -1.10609  C51 1.075
59 H 1.50605 1.22738 -0.85683  C51 1.089
60 H -2.28642 3.55148 -1.91956  C56 1.078
61 H -3.10593 2.04153 -2.12163  C56 1.055
62 H -3.07246 3.09105 -3.49736  C56 1.078
63 C 2.25814 -2.99423 0.69975  O64 1.397, H69 1.145, H70 1.090, H71 1.089
64 O 2.11515 -2.40210 1.95698  C63 1.397, C65 1.323
65 C 2.76203 -1.28169 2.23359  O64 1.323, O66 1.377, O67 1.309
66 O 3.31033 -0.45539 1.27807  C65 1.377
67 O 2.68192 -0.92861 3.49149  C65 1.309, C68 1.435
68 C 3.18767 0.36334 3.85989  O67 1.435, H72 1.084, H73 1.084, H74 1.036
69 H 3.35773 -3.08348 0.39323  C63 1.145
70 H 1.88907 -2.41608 -0.14722  C63 1.090
71 H 1.68457 -3.90981 0.56567  C63 1.089
72 H 2.46964 1.16023 3.70024  C68 1.084
73 H 4.09586 0.66082 3.34884  C68 1.084
74 H 3.51561 0.36961 4.84249  C68 1.036
75 C 2.09722 2.75825 1.42976  O76 1.420, H81 1.092, H82 1.097, H83 1.043
76 O 3.43450 3.16650 1.67782  C75 1.420, C77 1.308
77 C 4.32323 2.88922 0.75880  O76 1.308, O78 1.429, O79 1.325
78 O 3.93746 2.41937 -0.53472  C77 1.429
79 O 5.59293 3.10880 1.06745  C77 1.325, C80 1.474
80 C 6.59631 2.61082 0.10995  O79 1.474, H84 1.065, H85 1.090, H86 1.085
81 H 2.00742 1.69267 1.20916  C75 1.092
82 H 1.67825 3.40362 0.64826  C75 1.097
83 H 1.49389 3.04800 2.22933  C75 1.043
84 H 7.50329 3.12054 0.33688  C80 1.065
85 H 6.47182 2.84832 -0.94693  C80 1.090
86 H 6.74063 1.53946 0.20369  C80 1.085

Results of the Mulliken charge analysis, in e, for atoms 1 through 6: atom 1 (C): -0.734, atom 2 (C): 0.494, atom 3 (C): 1.521, atom 4 (O): 0.020, atom 5 (C): 0.506, atom 6 (O): -0.679

---

- Look up the total charge of the fourth one.
  0

---

- Which value of Kohn-Sham gap does entry 3 give?
  10.03 eV

---

- Look up the HOMO level of the fourth one.
  -0.35773 hartree